ORCA calculation (ωB97M-V/def2-TZVPD) on C52H42BeN3O8P2S as an isolated structure.

Geometry as XYZ:
```
109
Properties=species:S:1:pos:R:3:mulliken_charge:R:1
Be -0.117 -0.120 0.103 -2.028
O 1.882 2.059 4.095 -0.742
S 1.697 1.601 2.697 1.061
C 1.916 3.139 1.744 0.324
C 2.738 4.110 2.309 -0.581
C 2.795 5.376 1.766 -0.804
C 1.993 5.692 0.672 -1.004
C 1.161 4.735 0.128 -0.570
C 1.117 3.435 0.647 -0.043
P -0.065 2.242 -0.133 2.235
C 0.075 2.853 -1.860 0.055
C 1.303 2.625 -2.480 -0.674
C 1.522 3.013 -3.790 -0.661
C 0.506 3.637 -4.504 -0.755
C -0.714 3.877 -3.893 -0.665
C -0.931 3.489 -2.575 -0.219
C -1.652 2.871 0.521 1.203
C -1.675 3.571 1.725 -0.751
C -2.883 3.939 2.301 -0.830
C -4.078 3.613 1.679 -0.817
C -4.064 2.912 0.482 -0.721
C -2.861 2.537 -0.093 -0.660
C 3.307 0.879 2.240 0.594
C 4.385 1.327 2.989 -0.941
C 5.666 0.890 2.699 -0.901
C 5.865 -0.008 1.661 -0.871
C 4.777 -0.506 0.961 -0.853
C 3.476 -0.087 1.247 -0.035
P 2.043 -0.965 0.509 3.243
C 1.852 -2.383 1.629 -0.161
C 2.790 -2.723 2.596 -0.297
C 2.542 -3.776 3.462 -0.709
C 1.353 -4.485 3.378 -0.842
C 0.414 -4.150 2.413 -0.427
C 0.663 -3.104 1.541 -0.349
C 2.806 -1.705 -0.987 0.064
C 3.106 -3.059 -1.095 -0.712
C 3.619 -3.573 -2.279 -0.780
C 3.846 -2.743 -3.365 -0.683
C 3.561 -1.387 -3.263 -0.341
C 3.044 -0.879 -2.084 -0.192
H 3.289 3.867 3.207 0.388
H 3.438 6.127 2.207 0.393
H 2.006 6.692 0.256 0.441
H 0.529 4.997 -0.710 0.530
H 2.104 2.162 -1.914 0.555
H 2.483 2.830 -4.254 0.434
H 0.668 3.934 -5.532 0.359
H -1.508 4.367 -4.441 0.439
H -1.889 3.683 -2.112 0.404
H -0.753 3.811 2.238 0.280
H -2.886 4.462 3.248 0.452
H -5.020 3.884 2.138 0.383
H -4.991 2.613 0.010 0.442
H -2.874 1.932 -0.988 0.033
H 4.193 1.995 3.818 0.591
H 6.505 1.246 3.285 0.418
H 6.861 -0.355 1.420 0.401
H 4.937 -1.260 0.200 0.472
H 3.699 -2.145 2.705 0.295
H 3.263 -4.016 4.233 0.371
H 1.146 -5.279 4.083 0.326
H -0.530 -4.677 2.361 0.477
H -0.087 -2.820 0.816 0.168
H 2.926 -3.721 -0.257 0.419
H 3.833 -4.632 -2.351 0.430
H 4.236 -3.149 -4.290 0.354
H 3.722 -0.729 -4.109 0.405
H 2.800 0.175 -2.022 0.201
O -5.927 -3.139 3.291 -0.651
N -4.946 -2.867 3.961 1.052
O -4.856 -3.118 5.150 -0.653
C -3.814 -2.200 3.301 -0.482
C -2.615 -2.138 3.978 -1.107
C -1.522 -1.505 3.335 0.473
C -1.670 -0.906 2.051 -0.315
O -0.681 -0.260 1.516 0.673
C -2.928 -1.050 1.391 0.155
C -4.015 -1.692 2.036 -0.910
N -3.183 -0.572 0.118 0.619
O -2.138 -0.073 -0.668 0.966
O -4.322 -0.599 -0.431 -0.954
N -0.281 -1.526 3.998 0.888
O 0.754 -1.077 3.456 -0.335
O -0.222 -2.102 5.100 -0.844
H -2.489 -2.559 4.958 0.662
H -4.961 -1.770 1.531 0.712
C -0.528 -0.129 -3.330 -1.373
C -1.131 -1.307 -2.566 3.554
C -0.254 -2.535 -2.849 -1.597
C -1.087 -1.056 -1.047 -1.123
C -2.570 -1.581 -3.006 -0.359
C -3.201 -2.772 -2.651 0.038
C -4.520 -3.023 -2.990 -0.998
C -5.249 -2.082 -3.701 -0.455
C -4.642 -0.890 -4.058 -0.945
C -3.320 -0.645 -3.713 -0.075
H 0.527 -0.031 -3.072 -0.283
H -1.020 0.810 -3.074 -0.075
H -0.607 -0.271 -4.411 0.689
H 0.776 -2.337 -2.556 0.160
H -0.266 -2.771 -3.916 0.450
H -0.588 -3.418 -2.304 0.347
H -1.367 -2.005 -0.572 1.392
H -2.669 -3.509 -2.062 0.229
H -4.985 -3.950 -2.678 0.369
H -6.284 -2.270 -3.958 0.378
H -5.202 -0.136 -4.598 0.389
H -2.879 0.302 -3.994 0.323
```

Total charge   -1
LUMO level (alpha / beta)   1.972 / 1.973 eV
HOMO-LUMO gap (alpha / beta)   3.993 / 5.500 eV

=====

ORCA calculation (ωB97M-V/def2-TZVPD) on C52H42FN7O4RuS4 as an isolated structure.

Geometry as XYZ:
```
111
Properties=species:S:1:pos:R:3:mulliken_charge:R:1
Ru 0.051 0.021 -1.603 1.078
C 3.162 -0.791 -2.304 -1.255
C 2.204 -1.907 -2.595 0.651
C 2.732 -3.175 -2.955 -1.084
C 1.899 -4.233 -3.153 -1.083
C 0.502 -4.064 -2.995 1.138
C -0.429 -5.120 -3.138 -0.964
C -1.761 -4.878 -2.951 -0.968
C -2.222 -3.588 -2.619 -0.772
C -1.342 -2.543 -2.484 1.243
S -1.843 -0.897 -2.163 -0.616
C 0.044 -2.780 -2.667 -0.943
N 0.904 -1.716 -2.489 1.369
H 4.149 -1.199 -2.092 0.541
H 2.835 -0.195 -1.450 -0.135
H 3.231 -0.105 -3.147 0.254
H 3.804 -3.277 -3.050 0.564
H 2.290 -5.208 -3.415 0.451
H -0.068 -6.107 -3.395 0.448
H -2.480 -5.679 -3.060 0.466
H -3.282 -3.416 -2.480 0.534
N -0.590 1.648 -0.548 -0.355
S -0.504 2.521 0.601 1.621
N -0.780 2.017 2.155 -0.547
S -0.357 0.717 2.851 1.613
N -1.022 -0.631 2.452 -0.460
S -0.417 -1.618 1.278 1.129
N 0.105 -1.113 0.025 0.514
C 0.820 -2.576 2.135 0.508
C 1.966 -2.902 1.429 -0.560
C 2.956 -3.639 2.065 -0.662
C 2.786 -4.041 3.380 -0.680
C 1.625 -3.716 4.074 -0.875
C 0.634 -2.976 3.452 -0.239
C -1.820 -2.701 1.151 0.126
C -3.043 -2.107 0.858 -0.422
C -4.134 -2.919 0.604 -0.796
C -3.999 -4.302 0.642 -0.623
C -2.772 -4.880 0.924 -0.898
C -1.666 -4.078 1.175 -0.313
C -0.908 0.971 4.514 -0.499
C -1.452 -0.087 5.223 -0.126
C -1.849 0.129 6.536 -0.890
C -1.691 1.380 7.113 -0.594
C -1.152 2.432 6.382 -0.911
C -0.759 2.235 5.070 -0.117
C 1.414 0.529 2.981 0.868
C 2.174 0.643 1.822 0.924
C 3.546 0.472 1.899 -0.943
C 4.144 0.182 3.117 -1.059
C 3.374 0.057 4.264 -0.906
C 1.999 0.233 4.206 -0.276
C -1.723 3.811 0.549 0.172
C -1.903 4.711 1.590 -0.190
C -2.849 5.711 1.448 -0.863
C -3.596 5.801 0.278 -0.543
C -3.401 4.896 -0.753 -0.848
C -2.452 3.889 -0.627 -0.528
C 1.050 3.398 0.754 0.549
C 1.786 3.460 -0.423 -0.495
C 3.019 4.095 -0.408 -0.769
C 3.500 4.660 0.764 -0.645
C 2.753 4.590 1.933 -0.830
C 1.522 3.955 1.933 -0.093
H 2.066 -2.573 0.402 0.210
H 3.857 -3.901 1.528 0.494
H 3.559 -4.617 3.871 0.418
H 1.492 -4.040 5.098 0.472
H -0.279 -2.726 3.974 0.340
H -3.132 -1.030 0.819 0.499
H -5.091 -2.471 0.374 0.442
H -4.859 -4.931 0.448 0.421
H -2.667 -5.956 0.945 0.447
H -0.704 -4.530 1.373 0.525
H -1.594 -1.044 4.745 0.452
H -2.289 -0.681 7.101 0.461
H -2.002 1.542 8.136 0.411
H -1.047 3.410 6.832 0.458
H -0.362 3.050 4.483 0.428
H 1.705 0.843 0.870 -0.062
H 4.145 0.570 1.004 0.580
H 5.217 0.053 3.174 0.474
H 3.841 -0.174 5.211 0.479
H 1.406 0.137 5.104 0.480
H -1.327 4.628 2.501 0.222
H -3.007 6.420 2.248 0.432
H -4.332 6.586 0.172 0.407
H -3.982 4.971 -1.662 0.479
H -2.267 3.175 -1.419 0.469
H 1.407 2.996 -1.326 0.536
H 3.602 4.150 -1.318 0.495
H 4.461 5.157 0.769 0.417
H 3.133 5.027 2.847 0.475
H 0.947 3.884 2.846 0.071
F -2.080 -1.774 -6.936 -0.323
C -1.691 -0.497 -6.986 0.332
C -0.694 -0.045 -6.228 -0.108
N -0.275 1.269 -6.270 0.160
C 0.735 1.709 -5.329 -1.303
C 0.284 1.440 -3.900 1.050
O 1.196 1.210 -3.023 -0.818
O -0.914 1.374 -3.642 -0.600
C -0.904 2.205 -7.066 0.494
O -0.593 3.376 -7.098 -0.638
N -1.924 1.692 -7.847 -0.069
C -2.414 0.389 -7.895 0.165
O -3.330 0.073 -8.614 -0.605
H -0.175 -0.695 -5.537 0.595
H 0.871 2.780 -5.480 0.411
H 1.686 1.211 -5.521 0.201
H -2.385 2.363 -8.445 0.233
```

Relative energy (zero: lowest compared OMol25 entry of this formula, charge and spin)   0.00 kcal per mole
Total charge   +1
LUMO level (alpha / beta)   -2.445 / -2.485 eV
HOMO-LUMO gap (alpha / beta)   6.877 / 6.973 eV
Multiplicity   2

=====

ORCA calculation (ωB97M-V/def2-TZVPD) on C52H43BCl2CoN4O3P2 as an isolated structure.

Geometry as XYZ:
```
108
Properties=species:S:1:pos:R:3:mulliken_charge:R:1
Co -16.610 6.310 8.929 1.048
C -19.052 13.106 10.920 -1.671
C -19.537 11.622 11.181 1.603
C -20.834 11.775 11.968 -1.584
C -18.509 10.894 12.063 0.694
C -18.226 11.290 13.381 0.038
C -17.373 10.604 14.221 -1.709
C -16.817 9.457 13.705 0.490
C -17.030 8.983 12.411 -0.702
P -16.174 7.499 11.750 1.517
C -14.490 8.072 11.983 1.186
C -13.572 7.605 12.979 -0.790
C -12.334 8.246 13.083 -0.572
C -12.019 9.434 12.365 -0.815
C -12.888 9.807 11.369 -0.693
C -14.053 9.069 11.134 -0.834
C -16.446 6.307 13.167 0.346
C -17.522 6.485 14.072 -0.759
C -17.690 5.604 15.126 -0.806
C -16.901 4.473 15.173 -0.501
C -15.832 4.255 14.307 -0.816
C -15.624 5.217 13.277 -0.440
C -17.936 9.708 11.590 -1.090
O -18.153 9.226 10.307 0.284
C -19.122 9.769 9.448 -0.953
C -19.313 9.153 8.168 0.413
C -20.308 9.733 7.414 -0.153
C -21.001 10.892 7.793 -1.509
C -20.699 11.516 8.954 -0.962
C -19.758 10.913 9.847 0.599
P -18.284 7.860 7.407 1.562
C -17.687 8.850 5.969 1.015
C -18.448 9.014 4.822 -0.552
C -18.099 9.987 3.883 -0.839
C -16.960 10.780 4.068 -0.555
C -16.186 10.605 5.209 -0.658
C -16.555 9.654 6.152 -0.353
C -19.648 6.847 6.758 0.300
C -19.610 6.158 5.538 -0.306
C -20.761 5.568 5.017 -0.835
C -21.891 5.448 5.831 -0.646
C -21.860 5.941 7.114 -0.759
C -20.770 6.623 7.581 -0.519
H -18.689 13.515 11.875 0.375
H -19.892 13.758 10.631 0.407
H -18.216 13.152 10.217 0.364
H -20.640 12.183 13.003 0.301
H -21.307 10.773 12.065 0.370
H -21.591 12.347 11.443 0.464
H -18.677 12.264 13.731 0.240
H -17.074 10.988 15.170 0.440
H -16.246 8.777 14.349 0.592
H -13.913 6.884 13.774 0.281
H -11.541 7.773 13.702 0.357
H -11.175 9.992 12.717 0.465
H -12.759 10.734 10.795 0.416
H -14.696 9.346 10.332 0.465
H -18.118 7.365 13.943 0.546
H -18.435 5.778 15.904 0.427
H -17.054 3.790 15.984 0.392
H -15.198 3.382 14.375 0.457
H -14.850 5.078 12.535 0.328
H -20.655 9.235 6.522 0.365
H -21.798 11.258 7.133 0.409
H -21.219 12.403 9.262 0.368
H -19.419 8.536 4.726 0.334
H -18.761 10.183 3.048 0.423
H -16.758 11.535 3.309 0.360
H -15.274 11.218 5.369 0.398
H -15.960 9.473 7.057 0.169
H -18.625 6.142 5.007 0.472
H -20.829 5.096 4.057 0.486
H -22.786 4.994 5.460 0.441
H -22.707 5.800 7.771 0.456
H -20.797 6.948 8.608 0.354
B -17.481 2.968 8.140 0.113
N -16.315 3.860 7.549 -0.169
C -15.400 3.320 6.680 -0.619
C -14.993 4.298 5.788 -1.087
C -15.702 5.473 6.186 -0.543
N -16.476 5.240 7.281 0.932
N -18.362 3.822 9.103 -0.272
C -19.384 3.365 9.895 -0.612
C -19.795 4.392 10.768 -1.434
C -18.921 5.481 10.501 -0.247
N -17.998 5.133 9.590 1.719
H -18.203 2.631 7.172 -0.174
H -16.951 1.983 8.634 -0.186
H -15.160 2.290 6.666 0.523
H -14.213 4.243 5.048 0.453
H -15.715 6.467 5.711 0.326
H -19.854 2.411 9.783 0.472
H -20.504 4.408 11.568 0.519
H -18.936 6.491 10.940 0.441
Cl -9.202 5.653 8.573 -0.245
C -10.872 5.712 9.006 0.173
C -11.397 4.655 9.793 -0.391
C -12.738 4.591 10.083 0.437
Cl -13.258 3.226 10.968 -0.215
C -13.689 5.626 9.637 -0.254
O -14.883 5.519 10.078 -0.303
C -13.120 6.684 8.814 1.147
C -13.987 7.631 8.199 -0.931
O -15.256 7.743 8.376 0.493
C -11.717 6.736 8.543 -1.246
H -10.650 3.898 10.152 0.343
H -13.453 8.296 7.426 -0.035
H -11.341 7.470 7.844 0.434
```

Relative energy (zero: lowest compared OMol25 entry of this formula, charge and spin)   0.00 kcal per mole
LUMO level (alpha / beta)   -0.221 / -0.314 eV
HOMO-LUMO gap (alpha / beta)   7.369 / 7.254 eV
Multiplicity   4

=====

ORCA calculation (ωB97M-V/def2-TZVPD) on C52H43BrIN11O6Sr as an isolated structure.

Geometry as XYZ:
```
115
Properties=species:S:1:pos:R:3:mulliken_charge:R:1
Sr 0.861 -0.213 -0.752 3.064
O -2.825 -5.911 3.879 -0.501
C -2.305 -5.020 4.768 0.602
O -2.561 -5.159 5.931 -0.601
C -1.434 -3.942 4.202 1.092
C -0.628 -3.224 5.073 -0.990
C 0.230 -2.244 4.590 -0.035
C 0.277 -1.965 3.226 -0.643
C -0.564 -2.650 2.353 -0.436
C -1.398 -3.635 2.841 -0.388
N 1.095 -0.947 2.698 1.131
C 2.330 -1.001 2.937 -0.879
C 3.250 0.051 2.411 -0.093
C 4.294 0.498 3.200 -0.759
C 5.072 1.544 2.732 -0.649
C 4.779 2.081 1.487 -0.795
C 3.718 1.554 0.760 -0.414
N 2.959 0.545 1.213 1.100
H -2.461 -5.730 3.003 0.320
H -0.674 -3.457 6.130 0.430
H 0.862 -1.679 5.265 0.485
H -0.545 -2.408 1.290 -0.189
H -2.045 -4.132 2.122 0.255
H 2.788 -1.809 3.519 0.479
H 4.475 0.043 4.169 0.504
H 5.887 1.935 3.330 0.375
H 5.358 2.897 1.072 0.473
H 3.447 1.949 -0.215 0.141
C -0.661 3.403 -3.470 -1.058
C -1.969 3.244 -2.722 1.580
C -3.107 4.003 -3.338 -1.947
O -1.847 3.648 -1.370 -0.477
C -1.337 2.544 -0.604 0.237
C -1.563 1.319 -1.586 -1.224
O -2.330 1.877 -2.643 -0.464
C -2.247 -0.002 -1.051 3.119
O -1.260 -0.803 -0.488 -0.427
C -2.841 -0.774 -2.268 -0.269
C -2.102 -0.849 -3.454 0.155
C -2.523 -1.636 -4.515 -0.962
C -3.695 -2.381 -4.414 -0.556
C -4.426 -2.338 -3.233 -0.878
C -3.999 -1.540 -2.171 -0.519
C -3.375 0.325 -0.055 -0.082
C -4.381 1.258 -0.326 0.162
C -5.360 1.546 0.621 -1.010
C -5.363 0.892 1.852 -0.738
C -4.383 -0.059 2.114 -0.513
C -3.399 -0.337 1.162 -0.625
C 0.196 2.760 -0.116 1.403
O 1.065 1.914 -0.795 -2.497
C 0.572 4.252 -0.347 0.148
C -0.126 5.312 0.240 0.039
C 0.269 6.628 0.052 -1.007
C 1.389 6.917 -0.735 -0.490
C 2.088 5.872 -1.324 -0.991
C 1.676 4.547 -1.128 0.180
C 0.281 2.505 1.444 -0.180
C -0.484 1.525 2.074 -0.323
C -0.405 1.304 3.450 -0.377
C 0.477 2.035 4.227 -0.907
C 1.290 2.989 3.609 -0.880
C 1.186 3.222 2.243 -0.005
H -0.400 4.463 -3.543 0.417
H -0.756 2.975 -4.472 0.446
H 0.155 2.885 -2.953 -0.231
H -2.866 5.069 -3.369 0.363
H -4.009 3.854 -2.740 0.424
H -3.284 3.645 -4.356 0.348
H -1.980 2.476 0.262 0.489
H -0.572 1.038 -1.980 0.112
H -1.164 -0.310 -3.562 0.040
H -1.921 -1.675 -5.417 0.429
H -4.024 -2.999 -5.242 0.379
H -5.328 -2.933 -3.129 0.397
H -4.573 -1.530 -1.251 0.444
H -4.386 1.761 -1.287 0.458
H -6.124 2.284 0.397 0.399
H -6.119 1.123 2.596 0.358
H -4.375 -0.586 3.064 0.459
H -2.624 -1.075 1.348 0.207
H -0.996 5.098 0.855 0.420
H -0.292 7.433 0.516 0.383
H 1.702 7.944 -0.885 0.380
H 2.956 6.080 -1.941 0.393
H 2.201 3.716 -1.588 0.112
H -1.166 0.904 1.493 -0.094
H -1.030 0.537 3.900 0.579
H 0.545 1.860 5.295 0.395
H 2.002 3.560 4.195 0.388
H 1.822 3.973 1.790 0.421
N 4.280 -0.988 -2.006 0.092
C 3.950 -1.774 -0.886 -0.170
N 4.884 -2.406 -0.200 -0.688
N 4.178 -3.046 0.775 -0.873
N 2.911 -2.787 0.641 -0.228
N 2.730 -1.953 -0.417 0.838
C 3.387 -0.640 -3.030 -0.059
N 3.802 -0.307 -4.239 -0.665
N 2.647 -0.025 -4.907 -0.843
N 1.627 -0.194 -4.121 -0.415
N 2.081 -0.594 -2.895 0.954
H 5.231 -1.083 -2.309 0.293
Br -0.848 -6.766 -0.350 -0.234
C 0.817 -6.136 -1.069 0.174
C 1.861 -7.058 -1.074 -0.474
C 3.098 -6.700 -1.588 -0.636
C 3.289 -5.429 -2.109 -0.418
C 2.242 -4.520 -2.110 -0.452
C 0.995 -4.855 -1.581 0.271
I -0.360 -3.294 -1.465 0.127
H 1.698 -8.047 -0.664 0.375
H 3.912 -7.416 -1.574 0.326
H 4.257 -5.128 -2.494 0.373
H 2.393 -3.518 -2.492 0.321
```

Relative energy (zero: lowest compared OMol25 entry of this formula, charge and spin)   31.24 kcal per mole
Total charge   -2
LUMO level   3.800 eV
HOMO-LUMO gap   6.728 eV